64
Properties=species:S:1:pos:R:3:mulliken_spin:R:1 method="wB97M-V/def2-TZVPD" fmax_ev_per_a=0.715 molar_mass_g_mol=744.16 s2=0.792 gap_ha="0.27057 / 0.27034" total_charge=+1 de_lowest_kcal_mol=12.4 total_energy_ev=-282305.756 multiplicity=2 lumo_energy_ev="-2.56 / -2.58"
Mn -0.53 -0.26 0.64 1.044
Br -1.55 -4.11 -2.35 0.001
C -2.34 -2.40 -2.31 0.004
C -3.27 -2.03 -3.30 -0.002
C -3.85 -0.79 -3.30 0.006
Br -5.10 -0.36 -4.65 0.000
C -3.52 0.16 -2.31 -0.001
C -4.04 1.46 -2.20 0.000
C -3.62 2.28 -1.18 -0.002
C -2.65 1.82 -0.29 -0.007
N -2.13 0.61 -0.36 0.005
C -2.58 -0.24 -1.33 0.002
C -1.97 -1.53 -1.30 -0.009
O -1.13 -1.81 -0.35 -0.008
H -3.53 -2.75 -4.06 0.000
H -4.78 1.80 -2.92 0.000
H -4.01 3.28 -1.07 0.000
H -2.25 2.47 0.49 -0.002
O 0.28 -5.71 2.16 0.000
C 0.46 -4.39 2.09 0.000
C 1.64 -3.79 1.65 -0.001
C 1.70 -2.42 1.58 0.002
N 0.70 -1.61 1.94 -0.007
C -0.39 -2.22 2.40 0.004
Br -1.82 -1.05 2.84 -0.002
C -0.60 -3.57 2.48 -0.003
H 1.05 -6.19 1.84 0.000
H 2.49 -4.39 1.34 0.000
H 2.60 -1.94 1.22 0.001
H -1.54 -3.99 2.82 0.000
C 0.02 3.03 4.98 0.000
N 0.34 2.14 3.88 0.002
C 1.39 1.17 4.10 0.001
C -0.33 2.18 2.74 0.000
O -0.10 1.47 1.75 -0.006
H -0.48 2.48 5.79 0.000
H -0.64 3.83 4.64 0.000
H 0.93 3.48 5.37 0.000
H 2.35 1.68 4.25 0.000
H 1.46 0.50 3.25 0.002
H 1.17 0.59 5.00 0.000
H -1.11 2.95 2.71 0.003
C 0.39 1.59 -1.61 0.008
N 1.39 2.02 -2.57 -0.002
C 2.63 2.33 -1.87 0.000
N 3.13 1.17 -1.14 0.000
C 2.13 0.75 -0.19 0.013
N 0.83 0.38 -0.84 -0.057
C 1.13 -0.69 -1.84 0.017
N 2.13 -0.27 -2.80 0.000
C 1.64 0.92 -3.50 0.000
C 3.36 0.08 -2.09 -0.001
H -0.52 1.34 -2.15 0.001
H 0.19 2.39 -0.90 0.000
H 2.45 3.15 -1.17 0.000
H 3.38 2.65 -2.59 0.000
H 1.93 1.56 0.52 0.004
H 2.49 -0.12 0.36 -0.006
H 0.21 -0.94 -2.37 -0.001
H 1.47 -1.58 -1.30 -0.002
H 0.72 0.67 -4.03 0.000
H 2.39 1.23 -4.23 0.000
H 4.12 0.39 -2.81 0.000
H 3.73 -0.80 -1.55 0.000